No. 1
Formula: C29H47Br42IO7P2
Source: OMol25
Level of theory: ωB97M-V with the def2-TZVPD basis set

Each line ends with the Mulliken charge.
Element x y z (Å)
1 C -5.861 2.986 0.974  -1.010
2 C -4.648 3.981 1.201  0.594
3 C -4.087 4.555 -0.163  -0.967
4 C -2.850 3.656 -0.567  -0.456
5 C -3.374 2.398 -1.381  -0.396
6 O -2.597 2.299 -2.592  -0.653
7 P -1.354 1.175 -2.404  1.248
8 O -1.974 -0.190 -2.494  -0.718
9 O -0.454 1.470 -1.039  -0.353
10 C -0.977 0.817 0.128  -0.184
11 C 0.257 0.624 1.110  -1.206
12 C 1.554 0.152 0.360  -0.591
13 P 1.462 -1.573 -0.301  0.964
14 O 0.156 -1.932 -0.972  -0.772
15 O 1.757 -2.720 0.892  -0.407
16 C 1.025 -3.933 0.637  0.027
17 C 1.597 -5.137 1.480  -1.097
18 O 2.674 -1.696 -1.474  -0.360
19 C 2.258 -0.966 -2.656  0.175
20 C 3.539 -0.885 -3.576  -0.866
21 O -0.312 1.522 -3.671  -0.131
22 C -0.625 0.703 -4.795  -1.006
23 I 1.113 0.913 -6.142  0.002
24 C -1.867 1.228 -5.621  0.566
25 C -2.655 0.039 -6.321  -1.163
26 H -6.739 3.401 1.517  0.154
27 H -5.592 1.995 1.410  0.179
28 H -6.075 2.843 -0.110  0.341
29 H -3.819 3.372 1.660  -0.400
30 H -4.920 4.833 1.868  0.422
31 H -3.696 5.597 -0.056  0.317
32 H -4.854 4.568 -0.968  0.394
33 H -2.204 4.239 -1.271  0.345
34 H -2.210 3.380 0.296  0.347
35 H -3.402 1.461 -0.782  0.229
36 H -4.426 2.594 -1.695  0.455
37 H -1.392 -0.195 -0.056  0.448
38 H -1.707 1.436 0.701  0.299
39 H 0.017 -0.083 1.934  0.328
40 H 0.470 1.613 1.587  0.409
41 H 1.896 0.874 -0.416  0.443
42 H 2.376 0.152 1.125  0.487
43 H 1.079 -4.267 -0.427  0.073
44 H -0.040 -3.736 0.899  0.265
45 H 0.786 -5.879 1.652  0.330
46 H 2.007 -4.814 2.460  0.283
47 H 2.381 -5.665 0.884  0.208
48 H 1.974 0.086 -2.420  0.032
49 H 1.391 -1.439 -3.162  0.297
50 H 4.406 -0.978 -2.875  0.317
51 H 3.574 -1.757 -4.258  -0.031
52 H 3.630 0.089 -4.097  0.250
53 H -0.678 -0.382 -4.585  0.646
54 H -1.470 1.853 -6.450  -0.007
55 H -2.521 1.898 -5.025  0.144
56 H -3.737 0.224 -6.168  0.322
57 H -2.299 -0.927 -5.910  0.307
58 H -2.447 0.087 -7.415  0.316
59 C -0.420 5.805 -6.618  -0.380
60 Br 1.489 5.870 -6.311  0.035
61 Br -0.862 4.669 -8.121  -0.038
62 Br -1.391 5.302 -5.019  0.026
63 H -0.734 6.808 -6.880  0.334
64 C -4.346 2.292 5.160  -0.443
65 Br -4.228 0.566 4.291  0.012
66 Br -3.077 3.549 4.419  -0.032
67 Br -6.149 2.992 5.127  0.068
68 H -4.079 2.145 6.200  0.406
69 C 4.278 -5.302 -3.819  -0.402
70 Br 3.700 -4.453 -5.460  -0.042
71 Br 6.066 -4.755 -3.319  0.003
72 Br 3.015 -5.018 -2.381  0.074
73 H 4.313 -6.368 -4.010  0.387
74 C -2.704 -2.596 6.396  -0.288
75 Br -2.614 -4.425 7.019  0.046
76 Br -2.285 -1.334 7.802  -0.013
77 Br -1.604 -2.317 4.830  0.060
78 H -3.732 -2.412 6.100  0.220
79 C 1.295 -4.242 8.721  0.098
80 Br 1.552 -2.351 9.046  -0.074
81 Br 2.363 -4.866 7.232  -0.009
82 Br 1.602 -5.291 10.317  0.090
83 H 0.254 -4.380 8.445  -0.051
84 C 0.864 -8.757 8.218  -0.276
85 Br 0.498 -9.348 10.024  -0.013
86 Br 1.330 -10.236 7.060  -0.036
87 Br -0.594 -7.711 7.492  0.067
88 H 1.730 -8.105 8.265  0.239
89 C -6.557 -6.496 6.359  -0.341
90 Br -6.320 -4.603 6.684  -0.009
91 Br -5.478 -7.107 4.873  -0.006
92 Br -6.238 -7.541 7.956  -0.002
93 H -7.594 -6.645 6.082  0.337
94 C 5.426 3.793 -7.024  -0.442
95 Br 3.958 2.576 -6.684  -0.007
96 Br 5.101 5.557 -6.290  -0.041
97 Br 7.098 3.055 -6.391  0.023
98 H 5.513 3.907 -8.099  0.405
99 C 9.293 -0.612 -6.396  -0.316
100 Br 9.286 -2.411 -5.687  0.011
101 Br 9.709 0.695 -5.031  -0.031
102 Br 10.463 -0.443 -7.930  0.000
103 H 8.286 -0.403 -6.740  0.318
104 C -10.247 1.679 5.753  -0.345
105 Br -9.671 3.489 5.381  -0.009
106 Br -9.638 1.077 7.488  0.005
107 Br -12.162 1.483 5.553  -0.033
108 H -9.782 1.039 5.012  0.355
109 C -8.009 7.067 1.247  -0.390
110 Br -8.095 5.840 2.741  0.027
111 Br -6.197 7.652 0.904  -0.023
112 Br -8.834 6.323 -0.338  -0.008
113 H -8.581 7.945 1.522  0.361
114 C 8.302 7.267 -4.430  0.004
115 Br 8.588 9.164 -4.175  -0.028
116 Br 9.415 6.557 -5.844  -0.009
117 Br 8.523 6.278 -2.781  -0.007
118 H 7.272 7.138 -4.742  0.002
119 C 3.482 -4.295 13.977  -0.300
120 Br 2.961 -6.086 13.448  -0.069
121 Br 5.327 -4.230 14.556  -0.021
122 Br 3.118 -2.995 12.590  -0.027
123 H 2.871 -4.027 14.831  0.370
124 C 9.727 -0.620 -11.749  0.312
125 Br 9.795 -2.388 -12.532  -0.007
126 Br 11.073 0.550 -12.501  -0.006
127 Br 7.957 0.151 -11.872  -0.001
128 H 9.953 -0.729 -10.695  -0.305

E_LUMO, Ha: -0.0180
Calculated total energy, Ha: -110748.809057
Charge: 0
HOMO, eV: -9.3

=====

No. 2
Formula: C2H7N3O2
Source: OMol25
Level of theory: ωB97M-V with the def2-TZVPD basis set

Each line ends with the Mulliken charge.
Element x y z (Å)
1 C -2.389 0.404 -0.514  -0.543
2 C 0.896 -0.569 0.935  -0.272
3 N 2.575 0.874 0.261  -0.864
4 N -0.440 -0.619 0.356  -0.502
5 N 1.808 0.001 -0.107  1.160
6 O 1.665 -0.526 -1.197  -0.690
7 O -0.989 0.611 -0.113  -0.169
8 H -2.627 1.305 -1.014  0.244
9 H -3.071 0.233 0.370  0.229
10 H -2.461 -0.544 -1.000  0.283
11 H 1.141 -1.491 1.340  0.261
12 H 0.908 0.259 1.747  0.306
13 H 3.104 1.187 -0.494  0.236
14 H -0.121 -1.127 -0.570  0.322

E_LUMO, Ha: 0.0296
Calculated total energy, Ha: -394.962613
Charge: 0
HOMO, eV: -9.4

=====

No. 3
Formula: C48H107N11O8
Source: OMol25
Level of theory: ωB97M-V with the def2-TZVPD basis set

Each line ends with the Mulliken charge.
Element x y z (Å)
1 C 2.702 -1.328 0.616  -1.153
2 C 4.158 -0.922 0.762  1.922
3 C 4.848 -1.763 -0.362  -1.078
4 C 6.198 -1.309 -0.788  -1.134
5 C 6.206 0.117 -1.255  -1.200
6 C 5.448 1.127 -0.314  1.705
7 N 4.329 0.540 0.472  0.651
8 O 3.499 1.270 1.180  -0.357
9 C 6.536 1.524 0.733  -1.748
10 C 5.008 2.257 -1.148  -2.360
11 C 4.706 -1.196 2.197  -1.832
12 H 2.529 -2.397 0.486  0.610
13 H 2.436 -0.985 -0.384  0.034
14 H 2.129 -0.825 1.395  -0.283
15 H 4.736 -2.825 -0.144  0.598
16 H 4.303 -1.569 -1.286  0.180
17 H 6.629 -1.955 -1.553  0.451
18 H 6.844 -1.578 0.048  0.428
19 H 5.827 0.157 -2.276  0.362
20 H 7.234 0.479 -1.275  0.484
21 H 5.935 1.950 1.537  0.324
22 H 6.947 0.659 1.251  0.316
23 H 7.199 2.215 0.212  0.534
24 H 4.529 2.873 -0.387  0.553
25 H 5.637 2.803 -1.851  0.433
26 H 4.063 1.960 -1.602  0.373
27 H 4.214 -0.506 2.883  0.343
28 H 5.769 -0.984 2.312  0.361
29 H 4.695 -2.218 2.577  0.425
30 H 2.622 1.214 0.794  0.068
31 C -1.373 3.757 -4.745  -1.918
32 C 0.014 4.495 -4.707  1.407
33 C 0.638 4.164 -3.263  -0.484
34 C 2.170 4.511 -3.209  -0.795
35 C 2.838 3.698 -4.233  -1.514
36 C 2.337 3.878 -5.678  1.252
37 N 0.874 3.763 -5.687  1.055
38 O 0.403 3.870 -6.949  -0.571
39 C 2.929 5.170 -6.305  -1.403
40 C 3.092 2.680 -6.480  -1.511
41 C -0.122 6.002 -4.975  -1.844
42 H -2.249 4.121 -4.210  0.392
43 H -1.325 2.691 -4.523  0.200
44 H -1.764 3.778 -5.763  0.522
45 H 0.124 4.795 -2.537  0.659
46 H 0.473 3.143 -2.918  -0.597
47 H 2.567 4.116 -2.274  0.327
48 H 2.136 5.600 -3.239  0.389
49 H 2.856 2.652 -3.928  0.369
50 H 3.911 3.875 -4.154  0.579
51 H 3.008 4.901 -7.359  0.349
52 H 2.125 5.907 -6.283  0.353
53 H 3.875 5.470 -5.855  0.295
54 H 2.514 1.765 -6.351  0.186
55 H 2.992 2.838 -7.554  0.416
56 H 4.112 2.430 -6.190  0.324
57 H -0.882 6.402 -4.304  0.436
58 H -0.214 6.339 -6.007  0.325
59 H 0.758 6.504 -4.571  0.439
60 H 0.289 2.926 -7.080  0.392
61 C -0.118 -2.454 2.503  -0.740
62 C 0.457 -3.355 3.612  1.693
63 C 1.096 -2.550 4.735  -1.299
64 C 0.070 -1.849 5.634  -0.045
65 C -0.870 -2.967 6.188  -1.460
66 C -1.580 -3.867 5.084  1.794
67 N -0.490 -4.326 4.123  0.455
68 O -0.964 -5.214 3.189  -0.473
69 C -2.057 -5.133 5.757  -2.172
70 C -2.732 -3.085 4.414  -1.320
71 C 1.684 -4.133 2.999  -1.805
72 H -0.631 -1.555 2.844  -0.482
73 H -0.964 -2.900 1.980  0.652
74 H 0.505 -2.076 1.692  -0.099
75 H 1.820 -3.130 5.307  0.582
76 H 1.741 -1.846 4.209  -0.009
77 H -0.459 -0.994 5.213  -0.177
78 H 0.578 -1.524 6.542  0.585
79 H -1.727 -2.520 6.692  0.352
80 H -0.295 -3.572 6.889  0.497
81 H -2.727 -4.893 6.582  0.378
82 H -2.634 -5.864 5.190  0.377
83 H -1.214 -5.707 6.142  0.494
84 H -3.371 -2.641 5.178  0.532
85 H -2.294 -2.267 3.843  -0.003
86 H -3.402 -3.709 3.822  0.322
87 H 2.511 -3.476 2.732  0.011
88 H 1.514 -4.724 2.099  0.338
89 H 1.988 -4.800 3.806  0.613
90 H -0.538 -5.968 3.603  0.396
91 C -5.380 1.352 7.269  -1.978
92 C -4.780 0.836 5.895  1.895
93 C -5.815 -0.135 5.293  -1.441
94 C -5.575 -0.570 3.900  0.031
95 C -5.470 0.646 2.935  -1.346
96 C -4.511 1.764 3.481  2.790
97 N -4.580 1.969 4.943  0.149
98 O -3.682 2.799 5.367  -0.513
99 C -3.024 1.451 2.926  -2.285
100 C -5.050 3.020 2.895  -2.099
101 C -3.494 0.018 6.124  -1.833
102 H -5.591 0.609 8.038  0.346
103 H -6.322 1.829 6.998  0.435
104 H -4.662 2.008 7.761  0.424
105 H -6.052 -1.012 5.894  0.421
106 H -6.699 0.486 5.148  0.391
107 H -6.340 -1.254 3.532  0.666
108 H -4.631 -1.109 3.817  -0.455
109 H -6.470 0.991 2.672  0.538
110 H -5.170 0.240 1.969  0.055
111 H -2.676 0.421 2.999  -0.580
112 H -3.007 1.701 1.865  0.638
113 H -2.300 2.123 3.385  0.876
114 H -5.941 3.459 3.343  0.440
115 H -4.250 3.761 2.914  0.378
116 H -5.359 3.020 1.850  0.271
117 H -3.049 -0.549 5.307  -0.262
118 H -3.652 -0.692 6.936  0.610
119 H -2.691 0.699 6.407  0.645
120 H -2.949 2.352 4.938  0.536
121 C 0.460 -0.717 -5.214  -1.475
122 C -0.595 -1.783 -5.158  1.542
123 C -0.369 -2.821 -6.331  -1.207
124 C 0.732 -3.870 -6.027  -0.690
125 C 0.511 -4.579 -4.648  -1.242
126 C 0.142 -3.647 -3.448  2.262
127 N -0.819 -2.541 -3.864  -0.277
128 O -1.350 -1.743 -2.757  0.113
129 C -0.384 -4.393 -2.255  -2.259
130 C 1.441 -2.952 -2.946  -1.500
131 C -2.036 -1.154 -5.556  -1.626
132 H 0.449 -0.066 -6.089  0.514
133 H 1.452 -1.163 -5.143  0.336
134 H 0.302 -0.095 -4.333  -0.078
135 H -1.351 -3.266 -6.487  0.457
136 H 0.004 -2.297 -7.211  0.348
137 H 1.649 -3.281 -6.042  0.352
138 H 0.732 -4.571 -6.861  0.419
139 H 1.430 -5.125 -4.437  0.330
140 H -0.191 -5.413 -4.646  0.433
141 H -0.653 -3.712 -1.448  0.351
142 H -1.233 -4.967 -2.625  0.523
143 H 0.329 -5.106 -1.840  0.423
144 H 2.145 -2.843 -3.771  0.379
145 H 1.311 -1.918 -2.627  -0.243
146 H 2.002 -3.517 -2.201  0.537
147 H -2.230 -0.239 -4.997  0.075
148 H -2.680 -2.030 -5.474  0.528
149 H -1.995 -0.936 -6.623  0.461
150 H -2.201 -2.168 -2.626  0.255
151 C -4.083 0.477 -1.608  0.809
152 O -3.710 -0.639 -1.435  -0.617
153 N -4.984 1.101 -0.936  -0.455
154 N -3.547 1.336 -2.428  -0.182
155 H -5.511 0.526 -0.294  0.198
156 H -5.271 2.066 -1.012  0.145
157 H -2.677 1.152 -2.906  0.038
158 H -4.043 2.192 -2.633  0.175
159 C -0.125 0.863 -0.269  0.595
160 O 0.621 1.449 0.496  -0.720
161 N -1.141 0.125 0.096  0.791
162 N 0.151 0.801 -1.567  0.770
163 H -1.584 -0.313 -0.698  -0.469
164 H -1.430 -0.015 1.054  -0.336
165 H 1.009 1.276 -1.807  -0.145
166 H -0.189 -0.041 -2.009  -0.581
167 C 0.577 2.059 4.108  0.609
168 O -0.137 1.906 5.065  -0.648
169 N 1.344 1.082 3.601  -0.145
170 N 0.653 3.085 3.286  -0.314
171 H 1.377 0.225 4.135  0.023
172 H 1.780 1.124 2.692  0.199
173 H -0.127 3.725 3.329  0.245
174 H 1.302 3.189 2.519  0.199

E_LUMO, Ha: 0.0086
Calculated total energy, Ha: -3097.030940
Charge: 0
HOMO, eV: -7.5

=====

No. 4
Formula: C3H3Cl2NO
Source: OMol25
Level of theory: ωB97M-V with the def2-TZVPD basis set

Each line ends with the Mulliken charge.
Element x y z (Å)
1 C 2.662 1.786 -1.163  -0.113
2 C -0.827 -0.405 -0.023  -0.084
3 C -2.113 0.215 0.484  0.110
4 N 3.537 1.238 -0.617  -0.157
5 O -0.421 -1.483 0.298  -0.435
6 Cl -1.867 1.852 0.947  -0.131
7 Cl -3.235 0.065 -0.927  -0.153
8 H -0.322 0.227 -0.647  0.391
9 H -2.475 -0.352 1.342  0.296
10 H 4.432 1.047 -0.231  0.275

E_LUMO, Ha: 0.0172
Calculated total energy, Ha: -1166.422307
Charge: 0
HOMO, eV: -10.4

=====

Q: The lowest E_LUMO belongs to which entry?
A: C29H47Br42IO7P2

=====

Q: HOMO of number 3 (C48H107N11O8)?
A: -7.5 eV

=====

Please write out number 4 again, unchanged.
Formula: C3H3Cl2NO
Source: OMol25
Level of theory: ωB97M-V with the def2-TZVPD basis set

Each line ends with the Mulliken charge.
Element x y z (Å)
1 C 2.662 1.786 -1.163  -0.113
2 C -0.827 -0.405 -0.023  -0.084
3 C -2.113 0.215 0.484  0.110
4 N 3.537 1.238 -0.617  -0.157
5 O -0.421 -1.483 0.298  -0.435
6 Cl -1.867 1.852 0.947  -0.131
7 Cl -3.235 0.065 -0.927  -0.153
8 H -0.322 0.227 -0.647  0.391
9 H -2.475 -0.352 1.342  0.296
10 H 4.432 1.047 -0.231  0.275

E_LUMO, Ha: 0.0172
Calculated total energy, Ha: -1166.422307
Charge: 0
HOMO, eV: -10.4